# 1
16
Properties=species:S:1:pos:R:3:forces:R:3:nbo_charge:R:1 method="wB97M-V/def2-TZVPD" homo_lumo_gap_ev="5.14 / 7.38" e_above_lowest_kcal_mol=61.91 multiplicity=1
C -4.307889 1.388410 -0.731026 3.232 -0.748 1.395 -0.126
C -3.207188 1.098074 -0.289553 -3.604 0.946 -1.606 -0.075
C -1.609259 -0.728870 -0.233820 -1.940 -0.269 -0.215 -0.328
C -0.345484 -1.212452 -0.097496 0.580 -2.723 -1.257 0.288
C -2.000092 0.612006 0.027794 4.710 -1.278 1.229 -0.204
C 2.857958 0.560401 -0.976932 0.521 -1.382 -0.276 -1.034
O 0.652195 -0.491819 0.182165 2.189 1.456 0.849 -0.699
O 1.649603 1.954995 0.829491 -0.535 0.291 0.536 -1.029
P 1.268910 1.124210 -0.328700 -0.381 -0.692 -0.592 1.586
H -5.252779 1.712965 -0.892646 -2.229 0.733 -0.611 0.221
H -2.262319 -1.532041 -0.657508 -0.047 1.318 0.470 0.231
H -0.057335 -2.327687 -0.415306 -0.919 2.379 0.682 0.170
H -1.217245 1.292857 0.543316 -1.519 -1.172 -0.814 0.254
H 2.940051 -0.413108 -1.469024 -0.704 -0.218 0.361 0.242
H 3.465616 0.535866 -0.085025 0.462 0.056 0.175 0.255
H 3.310934 1.165218 -1.723755 0.181 1.303 -0.328 0.249



# 2
15
Properties=species:S:1:pos:R:3:forces:R:3:nbo_charge:R:1 method="wB97M-V/def2-TZVPD" homo_lumo_gap_ev=9.30 e_above_lowest_kcal_mol=43.00 smiles=CCc1cnc[nH]1 multiplicity=1
C -1.825797 -0.514044 0.703905 -0.613 -0.481 0.277 -0.631
C -0.625722 -1.105689 0.006587 -0.934 -3.388 -1.575 -0.428
C 0.348761 -0.069593 -0.361268 1.899 -0.195 -1.923 0.116
C 1.320848 -0.092184 -1.345184 -0.090 5.017 3.088 -0.126
N 2.139505 1.134972 -1.163279 0.613 -2.636 -1.319 -0.441
C 1.775014 1.703075 -0.093654 -1.538 -1.012 2.370 0.162
N 0.521484 1.097465 0.333329 1.685 0.116 2.090 -0.563
H -1.758075 -0.365674 1.776806 0.679 0.825 0.143 0.207
H -2.597855 -1.259161 0.729451 -0.718 -0.347 -0.517 0.219
H -2.169344 0.362959 0.132977 -0.002 -0.230 0.591 0.222
H -0.120412 -2.052408 0.552809 -1.085 2.367 -0.914 0.232
H -1.111893 -1.643205 -0.996605 1.615 1.448 2.258 0.221
H 1.378323 -0.484452 -2.274608 0.126 -1.883 -2.366 0.205
H 2.463423 2.217835 0.677017 -1.672 -0.044 -1.742 0.210
H 0.261737 1.070104 1.321719 0.037 0.443 -0.461 0.395



So what do the calculations give for E? Going down the list: -19714.701 -8293.132 eV.